1 | Below is C8H18O in the gas phase, with properties calculated with ωB97M-V/def2-TZVPD.

Each line ends with the Löwdin charge.
Atoms and positions in Å:
1 C -1.2798 -1.2737 1.6548  -0.049
2 C 0.0922 -0.6181 1.7183  -0.362
3 O 0.1177 0.4571 2.6286  -0.046
4 C 0.8611 -0.2136 0.2646  -0.268
5 C 1.4427 -1.4948 -0.3192  -0.070
6 C -0.0047 0.5900 -0.6740  -0.519
7 C -0.9908 -0.2192 -1.5104  -0.056
8 C 1.1121 1.2770 -1.7341  -0.019
9 C -0.7290 1.7600 -0.0112  -0.061
10 H -1.5635 -1.6177 2.6510  0.083
11 H -2.0471 -0.5762 1.3217  0.064
12 H -1.2663 -2.1308 0.9867  0.078
13 H 0.7943 -1.3382 2.1533  0.128
14 H -0.5956 1.0667 2.4122  0.068
15 H 1.6739 0.4260 0.6207  0.138
16 H 0.6660 -2.2070 -0.5849  0.073
17 H 2.0376 -1.2861 -1.2048  0.069
18 H 2.0964 -1.9714 0.4096  0.080
19 H -0.4956 -0.9977 -2.0833  0.080
20 H -1.7744 -0.6637 -0.9038  0.068
21 H -1.4798 0.4435 -2.2239  0.083
22 H 1.5645 2.1528 -1.2747  0.069
23 H 0.6018 1.6097 -2.6355  0.065
24 H 1.9151 0.6302 -2.0747  0.056
25 H -0.0563 2.3152 0.6393  0.088
26 H -1.0897 2.4446 -0.7782  0.087
27 H -1.6028 1.4354 0.5518  0.072

Values from the calculation:
SMILES string: C[C@H](O)[C@@H](C)C(C)(C)C
Net charge: 0
Multiplicity: 1
LUMO (eV): 0.85
Molar mass (g mol⁻¹): 130.2

=====

2 | Below is C8H18O in the gas phase, with properties calculated with ωB97M-V/def2-TZVPD.

Each line ends with the Löwdin charge.
Atoms and positions in Å:
1 C -1.9543 3.4202 -1.0761  -0.113
2 C -0.5316 2.8740 -1.1170  -0.268
3 C -0.3985 1.5925 -1.9423  -0.223
4 C -1.1351 0.3817 -1.3646  -0.212
5 C -0.5043 -0.1917 -0.0929  -0.215
6 C 0.7367 -1.0337 -0.3866  -0.215
7 C 1.4944 -1.4569 0.8708  -0.198
8 C 0.6725 -2.3472 1.8048  -0.289
9 O 1.4598 -2.9393 2.8132  -0.071
10 H -1.9713 4.3921 -0.5881  0.068
11 H -2.6151 2.7566 -0.5243  0.063
12 H -2.3459 3.5368 -2.0845  0.073
13 H -0.1816 2.7007 -0.0979  0.095
14 H 0.1214 3.6307 -1.5590  0.103
15 H -0.7877 1.7876 -2.9446  0.109
16 H 0.6618 1.3533 -2.0469  0.099
17 H -2.1682 0.6629 -1.1565  0.098
18 H -1.1609 -0.4050 -2.1224  0.111
19 H -0.2406 0.6203 0.5866  0.107
20 H -1.2444 -0.8159 0.4108  0.108
21 H 1.4194 -0.4613 -1.0175  0.104
22 H 0.4407 -1.9246 -0.9452  0.116
23 H 1.8204 -0.5664 1.4171  0.114
24 H 2.3876 -2.0142 0.5772  0.115
25 H 0.2427 -3.1823 1.2467  0.124
26 H -0.1472 -1.7713 2.2567  0.113
27 H 1.9040 -2.2409 3.3068  0.084

Values from the calculation:
SMILES string: CCCCCCCCO
Net charge: 0
Multiplicity: 1
LUMO (eV): 1.02
Molar mass (g mol⁻¹): 130.2

=====

The structure with the greatest stability is 2.

=====

1 | Below is 2 unconnected molecules or ions with the total composition C6H12N2O2, with properties calculated with ωB97M-V/def2-TZVPD.

Each line ends with the Löwdin charge.
Atoms and positions in Å:
1 C -2.1111 -1.3836 0.5231  -0.064
2 C -0.6913 -0.8784 0.7567  -0.305
3 C 0.3431 -1.7374 0.0366  -0.165
4 N 1.6798 -1.2234 0.2490  0.059
5 C 1.9541 0.1180 0.1763  -0.509
6 O 3.1371 0.5052 0.1000  -0.002
7 C 0.8347 1.0227 0.2776  0.020
8 C -0.4882 0.5843 0.3796  -0.338
9 O -1.3949 1.3740 1.0288  0.012
10 H -2.3680 -1.3778 -0.5459  0.073
11 H -2.1941 -2.4214 0.8728  0.082
12 H -2.8483 -0.7815 1.0684  0.082
13 H -0.4838 -0.9379 1.8392  0.162
14 H 0.2952 -2.7650 0.4186  0.127
15 H 0.0967 -1.7766 -1.0409  0.125
16 H 2.4577 -1.8291 0.0215  0.142
17 H 1.0499 2.0920 0.2271  0.120
18 H -0.9783 1.8372 1.7633  0.121
19 N -1.4752 0.9980 -1.6369  0.083
20 H -1.2425 1.9611 -1.8711  0.064
21 H -1.0713 0.3632 -2.3223  0.058
22 H -2.4862 0.8784 -1.5850  0.055

Values from the calculation:
SMILES string: C[C@H]1CNC(=O)C=C1O.N
Net charge: 0
Multiplicity: 1
LUMO (eV): 0.51
Molar mass (g mol⁻¹): 144.2

=====

2 | Below is a molecular structure, C6H12N2O2, with properties calculated with ωB97M-V/def2-TZVPD.

Each line ends with the Löwdin charge.
Atoms and positions in Å:
1 C -1.5154 1.2501 0.8671  -0.222
2 C 1.8009 1.3398 -1.6313  -0.169
3 C 1.0432 -0.8775 -1.3881  -0.172
4 N 1.5716 0.1923 -0.7977  -0.090
5 N -0.2110 1.3969 0.2742  0.101
6 C -0.4829 -0.7081 2.0636  -0.478
7 C -1.1559 -0.1966 0.8441  -0.234
8 C -1.4672 -1.0602 -0.2230  -0.033
9 O -0.2918 -2.0494 2.0440  0.099
10 O -0.1321 -0.0278 3.0000  0.098
11 H 0.2547 -2.2766 2.8115  0.131
12 H 0.4938 1.5376 0.9977  0.076
13 H -1.6505 1.6706 1.8630  0.116
14 H -2.3158 1.5122 0.1776  0.113
15 H 1.4903 2.2489 -1.1170  0.056
16 H 2.8812 1.4050 -1.8031  0.084
17 H 1.3065 1.3036 -2.6111  0.076
18 H 1.0284 -0.9389 -2.4841  0.092
19 H -0.3430 -0.9183 -1.0451  0.099
20 H 1.3362 -1.8249 -0.9358  0.089
21 H -1.2628 -2.1194 -0.1309  0.082
22 H -2.3786 -0.8593 -0.7755  0.088

Values from the calculation:
Net charge: 0
Multiplicity: 1
LUMO (eV): 0.03
Molar mass (g mol⁻¹): 144.2

=====

3 | Below is 2 unconnected molecules or ions with the total composition C6H12N2O2, with properties calculated with ωB97M-V/def2-TZVPD.

Each line ends with the Löwdin charge.
Atoms and positions in Å:
1 C -0.1515 -1.0486 -0.9457  -0.058
2 C -0.3486 -0.9498 0.5635  -0.367
3 C 0.9353 -1.2197 1.3681  -0.165
4 C 1.7421 -2.3687 0.9392  -0.212
5 N 2.4599 -3.0928 0.3589  0.139
6 C -0.9000 0.4194 0.9920  -0.105
7 C -2.1987 0.7900 0.3002  -0.560
8 N -2.1380 1.8292 -0.5498  0.166
9 O -3.2075 0.1006 0.4517  0.040
10 H 0.5693 -0.2957 -1.2986  0.080
11 H 0.1941 -2.0464 -1.2490  0.081
12 H -1.0934 -0.8971 -1.4917  0.084
13 H -1.0962 -1.6962 0.8700  0.148
14 H 1.5998 -0.3408 1.3569  0.130
15 H 0.6847 -1.3646 2.4295  0.124
16 H -1.1081 0.4145 2.0725  0.134
17 H -0.1438 1.1999 0.8190  0.118
18 H -1.2577 2.2171 -0.8896  0.111
19 H -2.9865 2.1033 -1.0282  0.116
20 O 2.7762 2.1044 -1.3023  -0.119
21 H 3.6314 2.1820 -1.7365  0.023
22 H 2.0370 1.9601 -2.0299  0.093

Values from the calculation:
SMILES string: C[C@@H](CC#N)CC(N)=O.O
Net charge: 0
Multiplicity: 1
LUMO (eV): 0.22
Molar mass (g mol⁻¹): 144.2

=====

4 | Below is C6H12N2O2 in the gas phase, with properties calculated with ωB97M-V/def2-TZVPD.

Each line ends with the Löwdin charge.
Atoms and positions in Å:
1 C 2.6585 3.4046 0.7373  0.041
2 C 2.2451 2.3896 1.2434  -0.156
3 C 1.4669 1.1417 1.6670  -0.221
4 N 0.1393 1.0846 1.0204  -0.065
5 C 0.1239 0.3685 -0.3061  -0.175
6 C 0.1945 -1.1934 -0.3247  -0.332
7 O 0.2615 -1.3855 -1.7372  -0.041
8 C -1.1022 -1.8144 0.2990  -0.124
9 O -2.3504 -1.3210 -0.2613  -0.238
10 N -2.3925 -1.5762 -1.5122  -0.098
11 H 2.8102 4.4656 0.2111  0.085
12 H 1.5001 0.9837 2.7619  0.105
13 H 2.1281 0.3290 1.0838  0.145
14 H -0.5701 1.7790 1.0766  0.097
15 H 1.0857 0.6952 -0.9449  0.157
16 H -0.6187 0.7258 -0.9481  0.080
17 H 0.9917 -1.4799 0.3045  0.118
18 H -0.6147 -1.3896 -2.0311  -0.003
19 H -0.7706 -2.9161 0.3571  0.149
20 H -1.1291 -1.2949 1.2779  0.121
21 H -3.3227 -2.1640 -1.6633  0.147
22 H -2.5264 -0.4197 -1.9499  0.207

Values from the calculation:
SMILES string: C#CCNC[C@H](O)CON
Net charge: 0
Multiplicity: 1
LUMO (eV): 0.65
Molar mass (g mol⁻¹): 144.2

=====

The structure with the greatest stability is 3.

=====

1 | Below is C6H12N2O2 in the gas phase, with properties calculated with ωB97M-V/def2-TZVPD.

Each line ends with the Löwdin charge.
Atoms and positions in Å:
1 C -1.5748 -1.0838 1.1978  -0.036
2 C -1.7357 -0.6321 -0.3524  -0.253
3 C -1.4868 0.7581 -0.7990  -0.208
4 N -0.1094 1.2396 -0.6324  -0.168
5 C 1.1050 0.6517 -1.1715  -0.072
6 C 1.6637 -0.6384 -0.4440  -0.443
7 C 2.2561 -0.4929 0.9449  -0.039
8 O 1.5400 -1.6858 -1.0367  0.057
9 N -0.0388 2.1854 0.2357  -0.046
10 O 1.1346 2.4683 0.5253  -0.101
11 H -1.8571 -2.0417 1.3767  0.023
12 H -0.5754 -0.9336 1.6837  0.053
13 H -2.2785 -0.3062 1.5564  0.078
14 H -2.8038 -0.8109 -0.6658  0.113
15 H -1.3629 -1.3750 -1.1104  0.108
16 H -1.9716 1.0413 -1.8981  0.171
17 H -2.0801 1.5426 -0.1430  0.144
18 H 1.0545 0.0451 -2.2667  0.190
19 H 1.8402 1.5253 -1.0953  0.130
20 H 1.3790 -0.4901 1.7377  0.098
21 H 2.9988 -1.3822 1.2624  0.123
22 H 2.9030 0.4154 1.0948  0.080

Values from the calculation:
SMILES string: CCCN(CC(C)=O)N=O
Net charge: 0
Multiplicity: 1
LUMO (eV): 0.76
Molar mass (g mol⁻¹): 144.2

=====

2 | Below is C6H12N2O2 in the gas phase, with properties calculated with ωB97M-V/def2-TZVPD.

Each line ends with the Löwdin charge.
Atoms and positions in Å:
1 H 1.4126 -1.2199 1.4548  0.000
2 N 0.7400 -1.7086 1.0011  0.190
3 C -0.0936 -1.1808 0.1969  -0.413
4 C -1.0360 -2.0888 -0.4008  -0.039
5 C -0.1155 0.2525 -0.1237  -0.304
6 C -1.4680 0.9446 -0.1238  0.002
7 O 0.9291 0.9446 0.6472  -0.196
8 C 0.6275 1.2075 2.0147  -0.056
9 C 0.5025 0.3669 -1.8657  -0.433
10 N 1.8005 0.3313 -1.7054  0.167
11 O -0.1757 0.5413 -2.8364  0.085
12 H -2.0924 -1.7587 -0.0286  0.122
13 H -1.1439 -1.9913 -1.4834  0.094
14 H -0.7984 -3.0849 -0.2089  0.062
15 H -1.6934 1.2732 0.8909  0.070
16 H -2.1840 0.1493 -0.2915  0.071
17 H -1.5246 1.7893 -0.7909  0.093
18 H -0.4124 1.4742 2.1298  0.078
19 H 1.2128 2.0883 2.1384  0.091
20 H 0.9751 0.4422 2.6335  0.067
21 H 2.0867 0.6359 -0.7702  0.103
22 H 2.4510 0.5920 -2.4780  0.146

Values from the calculation:
SMILES string: [H]/N=C(/C)[C@@](C)(OC)C(N)=O
Net charge: 0
Multiplicity: 1
LUMO (eV): 0.75
Molar mass (g mol⁻¹): 144.2

=====

The structure with the greatest stability is 2.